# 1
ORCA calculation (ωB97M-V with the def2-TZVPD basis set) on a structure of composition C4H14N4O in a non-equilibrium geometry.

* charge: 0
* LUMO: 0.94 eV
* gap between HOMO and LUMO: 8.38 eV
* relative energy (zero: lowest compared OMol25 entry of this formula, charge and spin): 408.93 kJ/mol
* maximum force: 0.0318 Eh/bohr
* multiplicity: 1
* HOMO: -7.44 eV

Last column: natural (NBO) charge in e.
Atoms and positions in Å:
O: 1.67623 0.19333 2.73549  -0.628
N: 1.28499 1.24601 1.83644  -0.292
N: -0.79407 0.11092 1.92058  -0.867
N: -1.94588 -1.07238 -0.75358  -0.772
N: -0.58482 2.20680 0.89282  -0.838
C: 1.36390 -1.27350 -0.98673  -0.642
C: 0.03308 1.16240 1.56175  0.521
C: -1.51791 0.05651 -1.33436  -0.246
C: 0.79114 -0.31714 -1.99895  -0.515
H: -1.72389 -1.21964 0.22332  0.396
H: 1.38751 0.58193 -2.15273  0.204
H: 1.67885 -0.75207 -0.08188  0.223
H: 0.61801 -2.02203 -0.69945  0.196
H: -2.27310 -1.88159 -1.26958  0.366
H: 2.23517 -1.80825 -1.37622  0.213
H: -0.37704 -0.51432 2.59530  0.418
H: -0.26832 0.34502 -1.36877  0.229
H: 0.07658 2.91328 0.60282  0.390
H: -1.77767 0.34534 1.94713  0.399
H: -1.16479 1.88783 0.11773  0.405
H: 2.59805 0.40929 2.90479  0.481
H: -1.86124 0.17634 -2.36179  0.162
H: 0.54523 -0.77409 -2.95412  0.195

***

# 2
ORCA calculation (ωB97M-V with the def2-TZVPD basis set) on a structure of composition C3H7N3S in a non-equilibrium geometry.

* charge: 0
* LUMO: 0.88 eV
* gap between HOMO and LUMO: 8.64 eV
* relative energy (zero: lowest compared OMol25 entry of this formula, charge and spin): 567.70 kJ/mol
* maximum force: 0.0903 Eh/bohr
* multiplicity: 1
* HOMO: -7.76 eV

Last column: natural (NBO) charge in e.
Atoms and positions in Å:
S: -0.81129 0.70260 2.26398  0.391
N: 0.78207 -0.16841 0.35207  -0.099
N: -0.10823 -1.07626 -0.23561  -0.480
N: 0.58299 -0.14687 1.73983  -0.642
C: 0.28666 1.70235 0.06249  -0.112
C: -0.68000 1.87566 0.93900  -0.445
C: 0.18153 -1.46761 -1.66868  -0.442
H: 0.06028 -2.59234 -1.66480  0.214
H: -0.38814 -0.91121 -2.45168  0.196
H: -1.03122 -0.57663 -0.10812  0.343
H: 0.68828 2.24005 -0.73248  0.214
H: 1.22426 -1.16943 -1.88250  0.216
H: -1.39423 2.69188 1.15495  0.249
H: 0.60704 -1.10379 2.23155  0.398

***

# 3
ORCA calculation (ωB97M-V with the def2-TZVPD basis set) on an isolated molecule of C4H12BN in a non-equilibrium geometry.

* charge: 0
* LUMO: 0.70 eV
* gap between HOMO and LUMO: 9.90 eV
* relative energy (zero: lowest compared OMol25 entry of this formula, charge and spin): 0.00 kJ/mol
* maximum force: 0.0299 Eh/bohr
* multiplicity: 1
* HOMO: -9.20 eV

Last column: natural (NBO) charge in e.
Atoms and positions in Å:
N: -0.64719 0.36057 -0.01262  -0.656
C: 0.69251 -1.84565 0.00889  -0.960
C: -1.81464 -0.44148 -0.28228  -0.394
C: 1.93515 0.46172 0.25976  -0.953
C: -0.77901 1.81447 0.05328  -0.393
B: 0.56241 -0.29784 0.16583  0.832
H: 1.79179 1.46432 0.70482  0.212
H: -1.85822 -0.77343 -1.33230  0.187
H: -2.77156 0.10052 -0.07393  0.194
H: 2.29352 0.56760 -0.77398  0.238
H: -0.40302 2.25928 -0.85242  0.190
H: -1.77286 -1.34129 0.36372  0.203
H: -0.24539 2.24609 0.87507  0.202
H: -1.85255 2.13204 0.16012  0.194
H: -0.00601 -2.30374 0.68729  0.222
H: 0.47854 -2.16383 -1.01200  0.234
H: 2.68780 -0.06760 0.82853  0.226
H: 1.70873 -2.17174 0.23224  0.223

***

# 4
ORCA calculation (ωB97M-V with the def2-TZVPD basis set) on a cluster of 2 separate species, C9H17N3O in total in a non-equilibrium geometry.

* charge: 0
* LUMO: 0.54 eV
* gap between HOMO and LUMO: 9.08 eV
* relative energy (zero: lowest compared OMol25 entry of this formula, charge and spin): 520.39 kJ/mol
* maximum force: 0.1223 Eh/bohr
* multiplicity: 1
* HOMO: -8.54 eV

Last column: natural (NBO) charge in e.
Atoms and positions in Å:
O: 2.06087 -3.19867 1.34026  -0.658
N: -0.84118 2.48333 -2.38234  -0.442
N: 1.33721 1.98278 -1.87605  -0.571
N: -0.03382 -2.41025 0.90714  -0.472
C: 0.93848 3.03292 -1.01316  -0.114
C: -1.09646 -1.12464 0.25857  -0.185
C: -0.46849 3.19209 -1.19705  0.098
C: -1.35021 3.66800 -0.20071  -0.653
C: -1.65789 -0.44570 1.56347  -0.715
C: 0.22281 1.82677 -2.77003  0.180
C: 1.36985 -2.38974 0.64199  0.632
C: 2.17089 -1.46210 -0.11995  -0.702
C: -0.68393 -3.67565 1.41418  -0.424
H: -2.45998 3.67458 -0.40616  0.238
H: -0.50451 -3.75165 2.55860  0.213
H: 2.93333 -2.16910 -0.75165  0.251
H: -1.25045 3.06280 0.64912  0.221
H: -1.01030 4.76651 -0.09024  0.232
H: -1.77493 -1.61510 -0.48168  0.214
H: -0.41047 -0.29258 -0.16250  0.213
H: 1.90911 -0.74723 -0.75020  0.210
H: -0.89793 -0.80153 2.32939  0.250
H: -1.76691 -3.73105 1.28412  0.203
H: -2.45257 -1.03360 2.28932  0.255
H: -0.18441 -4.51830 0.78842  0.223
H: 2.85445 -1.01203 0.70576  0.254
H: 2.41838 1.74962 -2.12305  0.428
H: -1.30535 0.53175 1.44945  0.235
H: 1.61635 3.19794 -0.28814  0.200
H: 0.31808 1.20984 -3.56687  0.185